(1)
This record from the OMol25 dataset describes C20H24AlN2O2S3 as an isolated structure. The level of theory is ωB97M-V/def2-TZVPD.

Each line ends with the Mulliken charge.
Element x y z (Å)
N: 0.07 0.45 0.35  0.6320
C: 1.84 -4.57 -0.57  -0.2980
H: -1.17 5.30 -0.84  0.3979
C: -1.24 -4.55 0.47  -0.8297
C: -4.43 -1.41 1.80  -0.4633
O: -1.92 -0.95 -0.75  -0.5124
C: -0.10 5.37 -1.03  -0.7085
H: 3.58 -5.81 -0.84  0.3808
H: -1.30 -3.48 0.68  0.0759
C: 3.07 3.51 -0.11  -1.0134
C: 1.75 1.20 -0.95  0.3912
H: -0.29 7.07 -2.32  0.3877
H: 2.75 3.13 0.86  0.3143
S: 3.21 2.08 -1.26  -0.0709
C: 0.76 4.47 -0.44  0.1913
H: 0.40 2.33 2.04  0.1921
S: 0.51 -3.92 -1.64  0.2645
H: 1.41 -5.24 0.17  0.2997
C: 0.39 6.36 -1.87  -0.4296
H: -1.76 -4.46 -1.63  0.3966
C: -2.54 -0.82 0.43  0.5011
C: 1.75 6.43 -2.12  -0.5613
C: -2.65 -0.11 2.73  -0.8089
H: -0.75 -5.85 -1.22  0.4580
C: -1.95 -0.11 1.51  0.7133
C: 2.62 5.53 -1.54  -0.5547
C: -3.78 -1.42 0.58  -0.3217
C: -3.85 -0.76 2.89  -0.8907
C: 2.85 -5.28 -1.46  -1.1757
H: -4.22 -1.92 -0.28  0.4900
C: -0.36 1.65 2.42  -1.6104
H: -0.50 -5.00 1.13  0.3454
C: 2.13 4.53 -0.69  0.5119
H: -4.35 -0.76 3.85  0.4215
O: 0.30 -2.47 -1.14  0.1273
H: -2.22 0.41 3.58  0.4141
H: 2.36 -6.02 -2.10  0.3266
H: 3.68 5.58 -1.75  0.3816
S: 1.19 0.30 -2.36  -0.3003
H: -2.20 -5.00 0.71  0.3610
H: 0.38 3.69 0.21  0.2932
N: 1.19 1.24 0.21  -0.8993
H: -1.23 2.21 2.74  0.4308
H: 4.09 3.88 -0.04  0.5411
H: 2.26 -3.70 -0.07  0.3345
C: -0.71 0.64 1.38  0.9812
H: 0.06 1.15 3.29  0.4589
H: 2.14 7.20 -2.78  0.3812
Al: -0.26 -0.80 -1.08  -0.1740
H: 3.39 -4.58 -2.09  0.3533
C: -0.94 -4.80 -1.00  -0.5393
H: -5.37 -1.92 1.91  0.4119

Summary:
- HOMO (eV) = -10.85
- orbital gap (eV) = 7.7
- LUMO energy (eV) = -3.2
- charge = +1

***

(2)
This record from the OMol25 dataset describes C20H24AsBaCl3N3O5S2 as an isolated structure at a distorted geometry. The level of theory is ωB97M-V/def2-TZVPD.

Each line ends with the Mulliken charge.
Element x y z (Å)
H: -0.63 2.80 -5.30  0.2711
C: -0.20 1.54 3.19  0.0248
H: 1.79 1.03 3.42  0.2302
O: 1.21 -0.65 -1.14  -0.8038
C: -2.86 3.77 -1.63  -1.2158
O: 3.70 0.60 -2.01  -0.7012
H: 1.06 3.86 -3.52  0.2320
N: -3.20 -0.90 -3.43  -0.3338
C: -1.35 -3.06 2.80  -0.3821
H: -3.93 -5.13 4.74  0.3265
S: -3.26 -1.89 1.17  -0.4227
C: 0.01 1.24 -3.93  -0.6314
H: -2.90 2.60 -3.44  0.4414
C: -0.93 -3.90 3.82  -0.7391
H: -3.33 3.02 -0.98  0.2423
C: -1.85 -4.66 4.53  -0.4699
Cl: -1.98 -4.11 -4.43  -0.1335
Ba: -0.77 -0.19 0.37  1.0161
C: -2.70 -2.94 2.44  0.5403
H: 1.06 1.55 -3.87  0.4541
C: 3.47 0.14 1.51  0.3326
H: -0.04 -0.25 4.14  0.2805
H: 0.20 3.41 -0.59  0.4025
H: 0.13 -3.95 4.05  0.4026
C: -2.25 -3.26 -2.88  0.7699
H: 1.42 2.41 -1.38  0.1172
Cl: -3.40 -4.16 -1.90  -0.0502
C: 3.45 0.22 -0.89  0.3701
H: 1.44 2.51 2.62  0.2136
C: 2.19 -0.32 1.03  0.5655
C: -2.79 -1.94 -3.20  -0.2107
O: 3.74 0.42 2.68  -0.7897
H: -1.72 3.90 -3.46  0.3522
C: -3.61 -3.72 3.18  -0.4277
As: -0.84 1.82 -2.24  0.2350
H: -0.11 1.32 -6.08  0.4220
H: 1.83 4.69 -2.17  0.4031
C: 4.37 0.27 0.31  0.1966
H: 0.13 4.96 -2.51  0.2740
H: -1.68 1.39 -5.29  0.2623
H: -2.15 4.32 -1.01  0.2673
O: 1.21 -0.65 1.79  -0.9175
C: 0.91 4.20 -2.49  -1.1550
H: -1.64 0.26 3.80  0.2887
N: -0.67 0.51 3.92  -0.2767
H: -1.52 -5.32 5.33  0.3557
H: 0.03 0.15 -3.88  0.4031
S: -1.27 2.52 2.31  -0.2725
H: -4.66 -3.65 2.93  0.3615
C: -3.19 -4.56 4.20  -0.4020
O: 5.57 0.37 0.32  -0.5948
N: 1.12 1.78 3.23  -0.3231
C: 2.18 -0.31 -0.39  0.6034
Cl: -0.71 -3.03 -2.04  -0.0182
C: -2.18 3.14 -2.83  -0.6610
C: 0.55 3.05 -1.57  -0.2184
H: -0.58 -2.50 2.27  0.3442
C: -0.64 1.72 -5.22  -1.2408
H: -3.65 4.47 -1.93  0.3891

Summary:
- HOMO (eV) = -4.76
- relative energy (zero: lowest compared OMol25 entry of this formula, charge and spin) (kcal/mol) = 3.4
- orbital gap (eV) = 6.8
- LUMO energy (eV) = 2.1
- charge = -1

***

(3)
This record from the OMol25 dataset describes C20H24AsN2O2Ru as an isolated structure. The level of theory is ωB97M-V/def2-TZVPD.

Each line ends with the Mulliken charge.
Element x y z (Å)
H: -0.95 2.62 3.13  0.3519
C: 2.41 1.31 -1.62  1.5248
C: -2.43 -1.18 3.40  -0.9929
C: 0.07 -4.89 -0.12  -0.3861
H: -4.33 0.62 1.36  0.3992
C: -1.51 -2.01 -1.98  -0.4768
C: -0.64 -2.79 -1.02  0.4687
H: 0.92 5.71 -1.50  0.4576
H: -3.01 -1.02 4.31  0.4376
H: 1.42 -2.24 1.47  0.5536
H: -2.55 -2.10 -1.68  0.3043
C: 0.83 -4.20 0.81  -0.6961
C: 1.70 3.72 -1.62  -0.8577
H: 4.44 -1.83 -2.38  0.4728
C: 4.37 0.31 -2.57  -0.4434
C: 0.83 -2.82 0.77  -0.7003
C: -0.68 -4.18 -1.05  -0.8372
H: 5.31 0.41 -3.08  0.4821
H: -4.43 1.42 2.95  0.4320
H: -1.66 1.87 4.57  0.4383
H: 0.06 -5.97 -0.13  0.4586
C: 1.50 2.40 -1.28  0.4480
H: 2.28 -1.96 -1.20  0.4255
C: -0.41 4.30 -0.53  -0.7771
H: 1.43 -4.71 1.55  0.4963
C: 0.76 4.67 -1.24  -0.6264
C: -0.62 3.00 -0.18  -0.0265
H: -1.41 -2.41 -2.99  0.5257
Ru: 0.11 0.07 -0.19  0.1909
C: 3.89 -0.93 -2.18  -0.9812
H: -1.15 -0.24 -2.84  0.3104
C: 0.32 2.00 -0.55  0.1452
H: -2.98 -1.83 2.72  0.3584
H: -1.29 -4.69 -1.78  0.5296
H: -1.14 5.06 -0.27  0.4791
O: -1.28 0.20 1.10  -0.8551
H: -0.17 1.20 3.88  0.3719
H: -3.65 2.26 1.58  0.3550
C: 3.61 1.44 -2.28  -0.7761
H: 2.58 4.04 -2.16  0.4394
H: 3.96 2.42 -2.58  0.4280
O: -1.15 -0.61 -1.96  -0.2772
N: 1.95 0.08 -1.23  0.2375
As: -2.16 0.51 2.57  0.5499
H: -1.47 -1.61 3.65  0.3593
C: 2.68 -1.00 -1.52  0.0302
C: -1.12 1.68 3.65  -1.0062
C: -3.82 1.29 2.05  -1.0167
H: -1.53 2.72 0.34  0.6018
N: 0.11 -2.12 -0.13  0.6693

Summary:
- ⟨S²⟩ = 6.0406
- HOMO (alpha / beta) (eV) = -18.13 / -18.23
- 2S+1 = 5
- orbital gap (alpha / beta) (eV) = 8.9 / 5.8
- LUMO energy (alpha / beta) (eV) = -9.3 / -12.4
- charge = +3

***

| no. | E_tot (eV) |
| --- | --- |
| 1 | -67305.6585 |
| 2 | -156611.8161 |
| 3 | -91597.4880 |